(a)
Below is C38H33AsF6N4O6SY as an isolated structure, with properties calculated with ωB97M-V/def2-TZVPD.

Output
HOMO-LUMO gap (spin up / spin down) (eV): 5.8 / 4.7
2S+1: 2
LUMO (spin up / spin down) (eV): 3.78 / 2.66
Charge: -2

Structure (XYZ):
```
90
Properties=species:S:1:pos:R:3:mulliken_spin:R:1
Y 0.2570 -0.6345 -0.7944 0.00
O 0.7295 -2.6644 -1.0849 0.00
C 1.3545 -3.6206 -0.4911 0.00
C 1.9315 -4.6737 -1.2443 0.00
C 2.5942 -5.7090 -0.6299 0.00
C 2.7226 -5.7665 0.7659 0.00
C 2.1677 -4.7517 1.5130 0.00
C 1.4946 -3.6754 0.9201 0.01
C 0.9538 -2.6633 1.8116 0.00
N 0.3846 -1.5686 1.4906 0.00
C -0.0782 -0.7479 2.6181 -0.01
C -0.5020 0.6415 2.1238 0.00
N 0.4890 1.0126 1.1399 0.00
C 1.4089 1.8215 1.4778 0.00
C 2.6563 2.0049 0.7618 0.00
C 3.4446 3.1176 1.0763 0.00
C 4.6821 3.3236 0.5086 0.00
C 5.1638 2.3540 -0.3867 0.00
C 4.4310 1.2345 -0.6912 0.00
C 3.1316 1.0066 -0.1457 0.00
O 2.4737 -0.0431 -0.4553 0.00
H 1.8248 -4.6165 -2.3198 0.00
H 3.0220 -6.4988 -1.2389 0.00
H 3.2381 -6.5900 1.2431 0.00
H 2.2456 -4.7700 2.5961 0.00
H 1.0684 -2.9036 2.8769 0.00
H 0.7405 -0.6248 3.3363 0.00
H -0.9033 -1.2506 3.1337 0.01
H -0.5475 1.3346 2.9760 0.00
H -1.4809 0.5910 1.6454 0.00
H 1.2980 2.3996 2.4083 0.00
H 3.0408 3.8440 1.7767 0.00
H 5.2679 4.2019 0.7476 0.00
H 6.1354 2.4912 -0.8508 0.00
H 4.8087 0.4877 -1.3792 0.00
C -6.4479 0.0168 5.0297 0.00
C -5.5328 -0.9542 4.3328 0.00
C -4.4403 -0.5037 3.6041 0.00
C -3.6198 -1.3905 2.9218 -0.02
C -3.9006 -2.7451 2.9581 -0.02
C -4.9862 -3.2184 3.6875 0.00
C -5.7883 -2.3237 4.3728 0.00
S -2.8770 -3.9569 2.1613 0.01
O -3.7517 -4.9859 1.6546 0.01
O -1.8664 -4.3326 3.1114 0.01
N -2.1227 -3.1654 0.9374 0.60
C -2.8743 -2.8765 -0.1983 0.00
C -3.0811 -1.2402 -0.3124 0.05
O -4.2553 -0.9223 -0.3411 0.14
O -2.0348 -0.5637 -0.3369 0.11
H -5.9305 0.9469 5.2649 0.00
H -6.8391 -0.4034 5.9576 0.00
H -7.3013 0.2660 4.3947 0.00
H -4.2261 0.5573 3.5555 0.00
H -2.7705 -1.0205 2.3670 0.04
H -5.1982 -4.2794 3.6972 0.00
H -6.6325 -2.6917 4.9464 0.00
H -3.8658 -3.3234 -0.2509 0.00
H -2.2825 -3.0708 -1.1020 0.06
F 1.4585 -1.0910 -3.0840 0.00
As 0.1250 -1.4546 -4.1718 0.00
F -0.0822 0.2092 -4.5369 0.00
F -1.0143 -1.2597 -2.7895 0.00
F -1.2307 -1.8223 -5.1823 0.00
F 0.2755 -3.1361 -3.8151 0.00
F 1.2404 -1.6104 -5.4796 0.00
N 0.2828 1.3001 -1.8247 0.00
C 0.7354 2.4048 -2.1709 0.00
C 1.5964 2.6040 -3.4005 0.00
C 1.2960 3.5997 -4.3250 0.00
C 2.0303 3.7279 -5.4965 0.00
C 3.0881 2.8638 -5.7479 0.00
C 3.3989 1.8735 -4.8231 0.00
C 2.6566 1.7440 -3.6594 0.00
C 0.4645 3.6671 -1.3615 0.00
C 1.3749 4.7173 -1.2880 0.00
C 1.1486 5.7986 -0.4445 0.00
C -0.0052 5.8539 0.3250 0.00
C -0.9281 4.8135 0.2484 0.00
C -0.6887 3.7303 -0.5824 0.00
H 0.4670 4.2713 -4.1284 0.00
H 1.7727 4.4970 -6.2163 0.00
H 3.6575 2.9522 -6.6661 0.00
H 4.2095 1.1821 -5.0205 0.00
H 2.8671 0.9550 -2.9494 0.00
H 2.2847 4.6705 -1.8753 0.00
H 1.8837 6.5929 -0.3788 0.00
H -0.1836 6.6961 0.9842 0.00
H -1.8330 4.8473 0.8450 0.00
H -1.3716 2.8892 -0.6325 0.00
```

---

(b)
Below is C38H33AsF6N4O6SY as an isolated structure, with properties calculated with ωB97M-V/def2-TZVPD.

Output
HOMO-LUMO gap (spin up / spin down) (eV): 6.6 / 5.9
2S+1: 2
LUMO (spin up / spin down) (eV): 4.02 / 3.30
Charge: -2

Structure (XYZ):
```
90
Properties=species:S:1:pos:R:3:mulliken_spin:R:1
Y -0.0284 -0.0870 0.1314 -0.01
O 0.4091 1.2210 -1.7355 0.00
C 0.4141 0.9431 -2.9814 0.01
C 0.3774 1.9622 -3.9774 0.01
C 0.3635 1.6678 -5.3216 0.00
C 0.3904 0.3487 -5.7865 0.01
C 0.4462 -0.6679 -4.8469 0.02
C 0.4774 -0.3979 -3.4849 0.03
C 0.6158 -1.5334 -2.4957 -0.05
N -0.5638 -1.5450 -1.6701 0.84
C -1.3706 -2.7230 -1.6444 -0.03
C -2.0916 -2.8243 -0.2831 0.02
N -2.3494 -1.4753 0.1642 0.00
C -3.5538 -1.1140 0.3676 0.00
C -3.9955 0.2472 0.5715 0.00
C -5.3433 0.4737 0.8811 0.00
C -5.8638 1.7425 0.9964 0.00
C -5.0018 2.8317 0.7716 0.00
C -3.6831 2.6511 0.4489 0.00
C -3.1084 1.3457 0.3406 0.00
O -1.8817 1.2030 0.0528 0.00
H 0.3472 2.9859 -3.6245 0.00
H 0.3280 2.4849 -6.0360 0.00
H 0.3867 0.1274 -6.8462 0.00
H 0.5033 -1.7039 -5.1716 0.00
H 0.7505 -2.4814 -3.0297 0.02
H -0.7729 -3.6171 -1.8589 0.01
H -2.1186 -2.6287 -2.4485 0.06
H -1.4325 -3.3217 0.4298 0.01
H -3.0091 -3.4189 -0.4007 0.00
H -4.3549 -1.8702 0.3286 0.00
H -5.9813 -0.3928 1.0392 0.00
H -6.9051 1.8990 1.2492 0.00
H -5.3878 3.8431 0.8592 0.00
H -3.0128 3.4862 0.2892 0.00
C -6.2017 1.1555 5.0457 0.00
C -4.7649 1.1306 4.6003 0.00
C -4.1272 -0.0767 4.3283 0.00
C -2.8278 -0.1084 3.8500 0.00
C -2.1443 1.0836 3.6447 0.00
C -2.7549 2.2918 3.9275 0.00
C -4.0585 2.3107 4.4028 0.00
S -0.4625 1.0316 3.0623 0.00
O 0.3975 0.9015 4.2242 0.00
O -0.5178 -0.2383 2.2561 0.01
N -0.2984 2.2698 2.1992 0.00
C 1.0040 2.9120 2.1575 0.00
C 1.9935 2.2999 1.1607 0.00
O 2.9930 2.9363 0.8232 0.00
O 1.7201 1.1069 0.7780 0.00
H -6.8740 1.0337 4.1913 0.00
H -6.4504 2.1029 5.5266 0.00
H -6.4164 0.3493 5.7500 0.00
H -4.6678 -1.0084 4.4647 0.00
H -2.3383 -1.0433 3.6096 0.00
H -2.2114 3.2052 3.7222 0.00
H -4.5467 3.2614 4.5923 0.00
H 1.5052 2.8888 3.1337 0.00
H 0.8682 3.9608 1.8873 0.00
F 0.7404 -2.4857 0.7392 0.00
As 1.5329 -3.1095 2.2817 0.00
F 2.0342 -1.4849 2.5037 0.00
F 2.9836 -3.3949 1.3673 0.00
F 2.2485 -3.6207 3.7549 0.00
F 1.0412 -4.7169 1.8450 0.00
F -0.0074 -2.8828 3.0160 0.00
N 1.7206 -1.2746 -1.5541 0.02
C 2.8958 -1.5922 -1.9159 0.01
C 3.1998 -2.2927 -3.2056 -0.01
C 3.5645 -1.5508 -4.3235 0.00
C 3.8408 -2.1905 -5.5222 0.00
C 3.7595 -3.5740 -5.6123 0.00
C 3.4003 -4.3174 -4.4965 0.00
C 3.1210 -3.6783 -3.2961 0.00
C 4.0697 -1.2425 -1.0745 0.01
C 5.1134 -2.1480 -0.8910 0.00
C 6.1833 -1.8089 -0.0813 0.00
C 6.2281 -0.5573 0.5252 0.00
C 5.2015 0.3517 0.3224 0.00
C 4.1214 0.0109 -0.4795 0.00
H 3.6071 -0.4708 -4.2545 0.00
H 4.1056 -1.6017 -6.3915 0.00
H 3.9727 -4.0692 -6.5519 0.00
H 3.3346 -5.3969 -4.5581 0.00
H 2.8336 -4.2510 -2.4213 0.00
H 5.0728 -3.1271 -1.3530 0.00
H 6.9760 -2.5269 0.0928 0.00
H 7.0642 -0.2979 1.1645 0.00
H 5.2018 1.3273 0.7924 0.00
H 3.3083 0.7099 -0.5998 0.00
```

---

Which is the most stable structure? (b) is the most stable.

---

(a)
Below is CH4N2O2S as an isolated structure, with properties calculated with ωB97M-V/def2-TZVPD.

Output
HOMO-LUMO gap (eV): 10.0
2S+1: 1
LUMO (eV): 0.30

Structure (XYZ):
```
10
Properties=species:S:1:pos:R:3:lowdin_charge:R:1
C -0.5637 -0.3322 0.4871 -0.34
N -1.8199 0.1420 0.2818 0.16
N 0.2699 -0.9643 -0.2126 -0.02
O 2.2017 0.6560 -1.7194 -0.45
O 2.1922 0.9795 0.7291 -0.48
S 2.3359 0.0770 -0.4112 0.80
H -0.2867 -0.1609 1.5727 0.15
H -2.2988 0.3623 1.0402 0.04
H -2.1926 0.4022 -0.5570 0.08
H 0.1621 -1.1615 -1.2107 0.07
```

---

(b)
Below is a 2-piece molecular cluster, CH4N2O2S overall, with properties calculated with ωB97M-V/def2-TZVPD.

Output
SMILES: N=C=S.ONO
HOMO-LUMO gap (eV): 10.4
2S+1: 1
LUMO (eV): 0.62

Structure (XYZ):
```
10
Properties=species:S:1:pos:R:3:lowdin_charge:R:1
C -2.4890 0.4024 0.4752 -0.90
N -2.1136 1.1095 1.3553 0.14
N 1.2969 0.0873 -0.0976 -0.12
O 1.0524 -1.2213 0.4041 -0.10
O 2.0522 -0.0828 -1.3724 -0.10
S -3.2235 -0.2812 -0.7114 0.72
H 0.4415 0.4537 -0.4732 0.08
H 1.2930 -1.8561 -0.3423 0.12
H -1.2252 1.1369 1.6931 0.04
H 2.9153 0.2518 -0.9308 0.13
```

---

(c)
Below is one molecule with the formula CH4N2O2S, with properties calculated with ωB97M-V/def2-TZVPD.

Output
SMILES: O=C(NO)NS
HOMO-LUMO gap (eV): 10.0
2S+1: 1
LUMO (eV): 0.35

Structure (XYZ):
```
10
Properties=species:S:1:pos:R:3:lowdin_charge:R:1
C -0.3086 -0.2083 -0.1717 -0.64
H -0.0913 -2.6048 0.1483 0.12
H 1.6268 -0.9078 0.0768 0.17
H 1.0477 1.3249 0.2081 0.18
H -1.5241 2.9188 0.1683 -0.06
N 0.6636 -0.9257 0.5376 -0.06
N 0.0142 1.0880 -0.2287 -0.46
O 0.6897 -2.2842 0.6683 -0.04
O -1.3871 -0.7497 -0.4433 0.04
S -0.7310 2.3488 -0.9636 0.74
```

---

(d)
Below is CH4N2O2S as an isolated structure, with properties calculated with ωB97M-V/def2-TZVPD.

Output
HOMO-LUMO gap (eV): 10.3
2S+1: 1
LUMO (eV): 0.66

Structure (XYZ):
```
10
Properties=species:S:1:pos:R:3:lowdin_charge:R:1
C 0.4582 -0.3820 -0.9142 -0.20
N 0.9761 -0.4631 0.3646 -0.18
N 0.3482 0.6479 0.9623 -0.12
O -1.4855 1.7330 -0.5873 -0.29
O -1.9706 -0.4805 0.2069 -0.30
S -0.9889 0.4771 -0.1481 0.67
H 1.1491 0.3229 -1.2934 0.10
H 0.4911 -1.2859 -1.4218 0.10
H 0.7148 -1.2767 0.8189 0.08
H 0.3075 0.7072 2.0122 0.14
```

---

Which is the most stable structure? (a) is the most stable.

---

(a)
Below is C4H5NO2S as an isolated structure, with properties calculated with ωB97M-V/def2-TZVPD.

Output
HOMO-LUMO gap (spin up / spin down) (eV): 8.1 / 8.1
2S+1: 1
LUMO (spin up / spin down) (eV): -0.25 / -0.25

Structure (XYZ):
```
13
Properties=species:S:1:pos:R:3:lowdin_charge:R:1
C -0.6441 -1.2120 0.3345 -0.10
C -2.0769 -1.3486 0.1518 -0.29
C -0.2232 0.0057 -0.0592 -0.53
C 1.1249 0.5835 -0.0518 -0.56
N -2.7046 -0.3348 -0.3074 -0.27
O 1.3844 1.8845 0.0645 0.02
O 2.0843 -0.0134 0.6666 0.05
S -1.5586 0.8686 -0.6648 1.00
H -0.0033 -1.9307 0.7493 0.10
H -2.5949 -2.2283 0.6415 0.13
H 1.4411 0.3810 -1.9227 0.14
H 0.9843 2.6041 -0.4255 0.12
H 2.7865 0.7404 0.8233 0.19
```

---

(b)
Below is one molecule with the formula C4H5NO2S, with properties calculated with ωB97M-V/def2-TZVPD.

Output
SMILES: S=C1NOC[C@@]12CO2
HOMO-LUMO gap (eV): 9.0
2S+1: 1
LUMO (eV): 0.44

Structure (XYZ):
```
13
Properties=species:S:1:pos:R:3:lowdin_charge:R:1
C 0.4483 -0.0093 -0.5725 -0.74
C -1.8392 0.4323 0.0810 -0.02
C -0.5365 -0.2619 0.5806 -0.38
C -0.4469 -1.3425 1.5393 -0.11
H 0.3234 1.3977 -2.0537 0.15
H -2.5053 -0.2212 -0.4710 0.13
H -2.3661 1.0153 0.8128 0.13
H 0.3250 -2.0617 1.4470 0.10
H -1.3837 -1.7071 1.9688 0.13
N -0.1857 0.8476 -1.3878 0.00
O -1.3438 1.4242 -0.8984 -0.09
O -0.0392 -0.0780 1.8999 0.02
S 2.0135 -0.5023 -0.6108 0.67
```

---

(c)
Below is C4H5NO2S as an isolated structure, with properties calculated with ωB97M-V/def2-TZVPD.

Output
HOMO-LUMO gap (eV): 7.5
2S+1: 1
LUMO (eV): -1.20

Structure (XYZ):
```
13
Properties=species:S:1:pos:R:3:lowdin_charge:R:1
C -0.4709 1.0358 0.8312 -0.75
C -0.0634 -0.4185 0.5415 -0.48
C 1.0425 -1.9054 -1.0095 -0.13
C 0.5693 -2.4746 -2.3507 -0.04
H -0.2525 2.1240 2.7172 0.30
H -1.0165 0.3176 2.6840 0.03
H 1.6109 -2.5259 0.0622 0.22
H 0.9217 -3.5787 -2.3203 0.02
H -0.3212 -2.0307 -3.4861 0.21
N -0.9148 1.0572 2.0946 0.07
O -0.1892 -1.3277 1.3022 0.10
O 0.3203 -0.5999 -0.8348 -0.17
S -0.1282 2.2681 -0.3833 0.60
```

---

(d)
Below is one molecule with the formula C4H5NO2S, with properties calculated with ωB97M-V/def2-TZVPD.

Output
SMILES: O=C[C@@H]1CC(=O)N1S
HOMO-LUMO gap (eV): 10.4
2S+1: 1
LUMO (eV): 0.60

Structure (XYZ):
```
13
Properties=species:S:1:pos:R:3:lowdin_charge:R:1
C -0.3938 0.6575 -0.0606 -0.31
C -1.1500 -0.6919 -0.4256 0.01
C 0.2168 -1.1144 -1.0169 -0.49
C -0.2791 0.7642 1.4209 -0.22
H 2.7346 0.2455 0.3496 -0.11
H -0.8808 1.6151 -0.4234 0.16
H -1.6158 -1.2412 0.4121 0.12
H -1.9849 -0.5261 -1.1448 0.12
H -1.1477 1.0913 2.0296 0.13
N 0.7387 0.1419 -0.7473 -0.43
O 0.6892 -2.0834 -1.5136 0.12
O 0.7391 0.4263 1.9822 0.05
S 2.3336 0.7152 -0.8623 0.84
```

---

Which is the most stable structure? (d) is the most stable.

---

(a)
Below is one molecule with the formula C4H5NO2S, with properties calculated with ωB97M-V/def2-TZVPD.

Output
SMILES: C=C(C=O)N(O)C=S
HOMO-LUMO gap (eV): 7.0
2S+1: 1
LUMO (eV): -1.52

Structure (XYZ):
```
13
Properties=species:S:1:pos:R:3:lowdin_charge:R:1
C 1.1840 -0.2125 -0.5868 -0.69
C -1.3395 0.5429 -0.6167 -0.21
C -1.7318 0.0917 -1.8583 0.11
C -1.6387 1.6523 0.3305 -0.11
H 0.2283 -0.9873 1.4707 0.07
H 1.3022 0.5840 -1.2787 0.07
H -2.8450 0.2890 -2.1530 0.11
H -1.1264 -0.7777 -2.3251 0.12
H -2.4775 2.5412 0.0065 0.18
N -0.0337 -0.1518 -0.1600 -0.17
O -0.5404 -1.1529 0.8618 -0.02
O -1.1513 1.5061 1.5516 -0.02
S 2.4902 -0.9912 0.1550 0.55
```

---

(b)
Below is one molecule with the formula C4H5NO2S, with properties calculated with ωB97M-V/def2-TZVPD.

Output
SMILES: C=COC(=O)/C=N\S
HOMO-LUMO gap (eV): 8.8
2S+1: 1
LUMO (eV): -0.60

Structure (XYZ):
```
13
Properties=species:S:1:pos:R:3:lowdin_charge:R:1
C -0.6208 -1.0466 -0.0422 -0.19
C -0.0928 0.2880 0.0077 -0.44
C -0.8062 2.4689 -0.5613 -0.17
C -1.7929 3.3286 -0.8405 0.03
H 1.8531 -1.0643 0.6197 -0.14
H -1.6375 -1.1120 -0.2988 0.11
H 0.2970 2.8729 -0.5346 0.16
H -2.8392 3.0956 -0.7288 0.06
H -1.4700 4.3812 -0.9971 0.07
N -0.0559 -2.1610 0.2136 -0.37
O 1.0256 0.6764 0.4342 0.03
O -1.1054 1.1295 -0.2652 0.01
S 1.5439 -2.3579 0.4820 0.82
```

---

(c)
Below is C4H5NO2S as an isolated structure, with properties calculated with ωB97M-V/def2-TZVPD.

Output
HOMO-LUMO gap (eV): 8.7
2S+1: 1
LUMO (eV): -0.25

Structure (XYZ):
```
13
Properties=species:S:1:pos:R:3:lowdin_charge:R:1
C 0.0288 -0.7574 -0.1872 -0.72
C -2.4611 0.3146 0.1508 -0.50
C 0.4563 0.3924 -0.6906 -0.19
C 1.7172 0.9556 -0.3320 -0.23
H 1.9288 -1.3115 0.3974 0.05
H 0.5530 -2.2034 1.0483 0.07
H -3.6535 0.2834 0.3921 0.15
H -0.3646 1.1778 -0.7775 0.09
H 1.5897 2.3272 0.0289 0.21
N 0.9764 -1.6098 0.4017 0.13
O -1.8976 1.3599 0.2614 -0.05
O 2.6594 0.1372 -0.1411 -0.05
S -1.5328 -1.0661 -0.5521 1.03
```

---

(d)
Below is C4H5NO2S as an isolated structure, with properties calculated with ωB97M-V/def2-TZVPD.

Output
HOMO-LUMO gap (eV): 10.1
2S+1: 1
LUMO (eV): 0.58

Structure (XYZ):
```
13
Properties=species:S:1:pos:R:3:lowdin_charge:R:1
C -0.9326 -0.7632 0.9270 -0.13
C -2.1803 -0.9557 0.4258 -0.26
C -0.0901 -0.0831 0.0838 -0.40
C 1.3322 0.3986 -0.0547 -0.47
N -2.3791 -0.3889 -0.7475 -0.32
O 1.9605 -0.4815 -0.9555 0.01
O 1.4840 1.7020 -0.5681 0.02
S -1.0798 0.3882 -1.1925 1.08
H -0.7359 -1.1543 1.8424 0.08
H -2.9199 -1.3951 0.9459 0.08
H 1.8505 0.3323 0.9258 0.16
H 1.9988 0.0971 -1.7089 0.09
H 1.6917 2.3036 0.0766 0.06
```

---

Which is the most stable structure? (d) is the most stable.